Record 1
An isolated ion of composition C5H13N2 and charge +1 at a distorted geometry, computed with the ωB97M-V functional and the def2-TZVPD basis.

CARTESIAN COORDINATES (ANGSTROEM)
C  0.10238  0.56225  0.61459
C  -1.24516  -0.52585  -1.00629
C  -2.62487  0.76639  0.61673
C  1.93747  0.46189  -1.04818
C  1.55316  -1.31533  0.78245
N  -1.31077  0.15938  0.03259
N  1.19467  -0.00063  0.09341
H  0.13617  1.71573  0.29833
H  0.07150  0.35770  1.69436
H  -2.12476  -0.72809  -1.59443
H  -0.34220  -0.68326  -1.55968
H  -2.31970  1.67428  1.03381
H  -3.44988  0.71556  -0.12621
H  -2.74292  0.01838  1.39266
H  2.57897  -0.33898  -1.32004
H  1.13509  0.68770  -1.84633
H  2.58266  1.38606  -0.80501
H  0.61315  -1.73958  1.14258
H  1.96359  -2.05747  0.05008
H  2.29146  -1.11612  1.55459

Output
Energy above the lowest of the compared OMol25 structures with the same formula, charge and spin: 82.7 kcal per mole
Energy: -8367.223 eV
HOMO level: -13.050 eV
Total charge: +1

Listed below, in e, are the Mulliken charges computed for each atom:
1. C -0.82
2. C -0.22
3. C -0.78
4. C -0.77
5. C -0.97
6. N 0.20
7. N 0.02
8. H 0.39
9. H 0.48
10. H 0.25
11. H 0.29
12. H 0.32
13. H 0.29
14. H 0.38
15. H 0.31
16. H 0.33
17. H 0.25
18. H 0.37
19. H 0.38
20. H 0.30

Record 2
A 3-piece molecular cluster, C3H6N2O overall at a distorted geometry, computed with the ωB97M-V functional and the def2-TZVPD basis.

CARTESIAN COORDINATES (ANGSTROEM)
C  0.73775  -0.23978  0.96482
C  -0.48088  1.07955  -0.31214
N  0.00936  2.20396  -0.19730
N  -1.41210  0.32364  -0.76367
C  -0.23432  -1.57599  -0.69066
O  -0.53895  -1.90756  -1.75210
H  1.03407  0.67221  1.49356
H  1.65507  -0.79012  0.72194
H  0.12226  -0.82756  1.66071
H  0.86356  2.44688  0.26254
H  -1.88302  0.77394  -1.55279
H  0.12720  -2.15918  0.16508

Output
Energy above the lowest of the compared OMol25 structures with the same formula, charge and spin: 161.8 kcal per mole
Energy: -8229.684 eV
HOMO level (alpha / beta): -8.324 / -8.326 eV

Listed below, in e, are the Mulliken charges computed for each atom:
1. C -1.34
2. C 0.72
3. N -0.59
4. N -0.59
5. C 0.25
6. O -0.23
7. H 0.33
8. H 0.29
9. H 0.30
10. H 0.27
11. H 0.21
12. H 0.37

Record 3
C2Br3NO2 as an isolated structure at a distorted geometry, computed with the ωB97M-V functional and the def2-TZVPD basis.

CARTESIAN COORDINATES (ANGSTROEM)
C  0.48072  0.02581  -0.04747
C  0.16444  -0.95586  0.76088
N  -0.08453  0.45060  -1.14971
O  0.16062  -0.38634  -2.04769
O  -0.70935  1.48739  -1.27182
Br  0.13952  2.89884  1.19679
Br  0.77024  -1.22761  2.50430
Br  -0.92166  -2.29283  0.05472

Output
Energy above the lowest of the compared OMol25 structures with the same formula, charge and spin: 0.0 kcal per mole
Energy: -217778.479 eV
HOMO level (alpha / beta): -10.093 / -10.326 eV
Multiplicity: 3

Listed below, in e, are the Mulliken charges computed for each atom:
1. C 0.14
2. C 0.05
3. N 0.76
4. O -0.42
5. O -0.54
6. Br 0.03
7. Br 0.00
8. Br -0.02

Record 4
A 2-piece molecular cluster, C2HCl2O3 overall at a distorted geometry, computed with the ωB97M-V functional and the def2-TZVPD basis.

CARTESIAN COORDINATES (ANGSTROEM)
C  0.59556  0.56376  0.89527
C  -0.21066  -2.66198  -0.17286
O  1.31668  0.36373  -0.13780
O  0.46561  2.03694  1.17944
O  -0.15999  -0.16170  1.50258
Cl  1.24931  -1.99260  -0.42250
Cl  -0.39044  -3.24204  1.48483
H  -0.14030  2.29203  1.96530

Output
Energy above the lowest of the compared OMol25 structures with the same formula, charge and spin: 93.7 kcal per mole
Energy: -33276.265 eV
HOMO level: -4.892 eV
Total charge: -1

Listed below, in e, are the Mulliken charges computed for each atom:
1. C 0.69
2. C -0.07
3. O -0.72
4. O -0.55
5. O -0.59
6. Cl 0.09
7. Cl -0.13
8. H 0.28

Record 5
A 5-piece molecular cluster, C21H31F12O9 overall, computed with the ωB97M-V functional and the def2-TZVPD basis.

CARTESIAN COORDINATES (ANGSTROEM)
C  3.71678  0.14950  -0.73173
C  2.35607  -0.28298  -1.29556
C  1.22468  0.53332  -0.65102
C  -0.09589  -0.24719  -0.67889
C  -1.26225  0.46678  0.00248
O  -1.83809  1.51195  -0.81276
H  4.53228  -0.19396  -1.38740
H  3.93918  -0.25703  0.28034
H  3.80496  1.24294  -0.68630
H  2.19017  -1.33388  -0.97808
H  1.05062  1.43219  -1.26057
H  1.43429  0.84966  0.39630
H  0.05891  -1.22491  -0.20107
H  -0.34033  -0.40265  -1.74145
H  -0.90554  0.96287  0.90794
H  -2.06088  -0.24608  0.25926
H  -2.00464  1.09966  -1.66070
C  -5.06868  1.26744  -0.00874
C  -5.36549  1.71724  -1.41695
O  -6.71629  1.36786  -1.81796
C  -7.67544  2.17523  -1.41469
O  -7.57179  3.17911  -0.77439
C  -9.03166  1.66175  -1.94297
F  -9.17519  0.35110  -1.74945
F  -9.13030  1.89731  -3.25678
F  -10.03761  2.28124  -1.33909
H  -5.25674  0.19833  0.10077
H  -4.02265  1.46687  0.22032
H  -5.69513  1.79165  0.71381
H  -4.72535  1.20494  -2.13085
H  -5.22069  2.78939  -1.53976
C  0.74624  6.72447  -2.78697
C  0.63289  5.64530  -3.84182
O  1.91013  5.04489  -4.11851
C  2.29588  4.11419  -3.24020
O  1.69703  3.76415  -2.27471
C  3.64524  3.51283  -3.68336
F  4.50138  4.48901  -4.03965
F  3.46953  2.72859  -4.74692
F  4.19547  2.81845  -2.71586
H  1.48080  7.47351  -3.08593
H  -0.21816  7.21420  -2.65029
H  1.05559  6.30253  -1.83195
H  0.30827  6.06232  -4.79355
H  -0.07275  4.87011  -3.54441
C  -0.33991  -4.63950  3.26323
C  -0.54380  -3.99218  1.91125
O  -1.95000  -3.85695  1.60646
C  -2.56465  -2.81708  2.14398
O  -2.10310  -1.99750  2.87784
C  -4.00846  -2.75421  1.61282
F  -4.62805  -3.93554  1.71386
F  -3.99466  -2.40664  0.32286
F  -4.72077  -1.85307  2.27902
H  -0.85499  -5.60032  3.30689
H  0.72285  -4.80356  3.43694
H  -0.72517  -4.00726  4.06254
H  -0.14515  -4.61550  1.11451
H  -0.06620  -3.01568  1.84924
C  7.62985  -3.56207  2.42882
C  6.86373  -3.71262  3.72474
O  5.59585  -3.03386  3.65925
C  4.62034  -3.68763  3.04404
O  4.67441  -4.78995  2.58636
C  3.34625  -2.81830  3.02797
F  3.62004  -1.56829  2.69677
F  2.79447  -2.81955  4.25851
F  2.45749  -3.32015  2.18401
H  7.74981  -2.50818  2.17847
H  8.61675  -4.01472  2.52690
H  7.10720  -4.04788  1.60618
H  7.39103  -3.23622  4.54868
H  6.69995  -4.75978  3.97797

Output
Energy: -73316.758 eV
HOMO level: -0.970 eV
Total charge: -1

Listed below, in e, are the Mulliken charges computed for each atom:
1. C -0.58
2. C -0.68
3. C -0.29
4. C -0.14
5. C -0.05
6. O -0.52
7. H 0.33
8. H -0.05
9. H 0.17
10. H 0.02
11. H -0.11
12. H 0.30
13. H -0.04
14. H 0.24
15. H 0.30
16. H -0.14
17. H 0.32
18. C -0.86
19. C -0.14
20. O -0.34
21. C 0.33
22. O -0.52
23. C 0.91
24. F -0.25
25. F -0.26
26. F -0.25
27. H 0.27
28. H 0.19
29. H 0.35
30. H 0.21
31. H 0.33
32. C -1.10
33. C -0.23
34. O -0.35
35. C 0.31
36. O -0.49
37. C 0.92
38. F -0.28
39. F -0.27
40. F -0.17
41. H 0.30
42. H 0.37
43. H 0.31
44. H 0.31
45. H 0.33
46. C -1.23
47. C 0.01
48. O -0.33
49. C 0.35
50. O -0.51
51. C 0.94
52. F -0.28
53. F -0.24
54. F -0.25
55. H 0.35
56. H 0.34
57. H 0.31
58. H 0.38
59. H 0.18
60. C -1.11
61. C -0.23
62. O -0.31
63. C 0.25
64. O -0.54
65. C 1.00
66. F -0.24
67. F -0.31
68. F -0.20
69. H 0.31
70. H 0.37
71. H 0.32
72. H 0.30
73. H 0.32

Record 6
C3H8NiO3 as an isolated structure at a distorted geometry, computed with the ωB97M-V functional and the def2-TZVPD basis.

CARTESIAN COORDINATES (ANGSTROEM)
C  1.04904  1.53408  2.16704
O  0.35630  0.57728  1.42861
H  0.44017  2.45223  2.25259
H  1.26375  1.19575  3.19802
H  2.00851  1.81449  1.69069
C  -0.68653  0.46592  -1.45660
O  0.09312  -0.71137  -1.30685
C  -0.57871  -1.99014  -1.14754
O  -0.08890  -2.52843  -0.00513
Ni  0.72395  -0.96036  0.63760
H  -0.61301  1.24791  -0.44780
H  -0.21110  1.06342  -2.25009
H  -1.76023  0.24576  -1.57204
H  -0.31504  -2.55875  -2.06266
H  -1.68134  -1.84779  -1.12586

Output
Energy above the lowest of the compared OMol25 structures with the same formula, charge and spin: 24.8 kcal per mole
Energy: -50423.411 eV
HOMO level (alpha / beta): -9.390 / -9.296 eV
Multiplicity: 3

Listed below, in e, are the Mulliken charges computed for each atom:
1. C -0.61
2. O -0.57
3. H 0.21
4. H 0.23
5. H 0.25
6. C -0.44
7. O -0.44
8. C 0.23
9. O -0.77
10. Ni 0.62
11. H 0.16
12. H 0.24
13. H 0.32
14. H 0.25
15. H 0.32

> Which value of energy does entry 4 give?

-33276.265 eV

> Number 5 is which compound?

C21H31F12O9

> Number 4 is which compound?

C2HCl2O3

> Among the records above, which one has the highest energy?

C3H6N2O